No. 1
# CHCl2FS

A 2-piece molecular cluster, CHCl2FS overall at a distorted geometry (ωB97M-V/def2-TZVPD, the OMol25 dataset).

```
6
Properties=species:S:1:pos:R:3:forces:R:3:nbo_charge:R:1
Cl -1.04288 1.40335 0.13987 -0.108 -0.520 -0.268 0.0265
H 1.24255 0.60068 0.33123 1.051 -1.031 2.224 0.5568
Cl -0.00767 -0.33986 -1.86078 0.349 -0.023 -0.983 0.1090
S -1.00746 -1.52035 0.60414 -0.262 0.049 -0.149 0.2339
C -0.74163 -0.28051 -0.34847 -0.608 0.311 1.156 -0.3642
F 1.55708 0.13669 1.13401 -0.422 1.215 -1.980 -0.5620
```
Positions in Å, forces in eV/Å.

Orbital gap (eV): 8.75
ΔE to the lowest compared entry with this formula, charge and spin (kcal per mole): 8.5
F_max (Eh/bohr): 0.0519
Structure (SMILES): S=C(Cl)Cl.F
LUMO energy (eV): -1.109
2S+1: 1

=====

No. 2
# CHCl2O2P

A 2-piece molecular cluster, CHCl2O2P overall at a distorted geometry (ωB97M-V/def2-TZVPD, the OMol25 dataset).

```
7
Properties=species:S:1:pos:R:3:forces:R:3:nbo_charge:R:1
O -0.79726 0.93393 2.48109 1.712 -1.862 3.337 -0.5450
H 0.92572 -1.92678 -0.96777 -0.306 -2.515 1.295 0.1738
C 1.29231 -1.07305 -1.38595 -0.063 2.525 0.572 -0.2457
O -2.12504 0.86754 1.89481 -1.059 0.148 -0.839 -0.4855
Cl 0.72393 -0.90421 -2.93531 -0.072 0.262 -1.529 0.0702
P -0.94240 1.82586 1.22433 -0.956 2.017 -2.197 1.0641
Cl 0.92274 0.27671 -0.31120 0.743 -0.575 -0.638 -0.0321
```
Positions in Å, forces in eV/Å.

Orbital gap (alpha / beta) (eV): 6.82 / 8.58
ΔE to the lowest compared entry with this formula, charge and spin (kcal per mole): 153.9
F_max (Eh/bohr): 0.0814
LUMO energy (alpha / beta) (eV): -1.030 / -0.579
2S+1: 1

=====

No. 3
# CHCl3F2Si

The molecule CHCl3F2Si at a distorted geometry (ωB97M-V/def2-TZVPD, the OMol25 dataset).

```
8
Properties=species:S:1:pos:R:3:forces:R:3:nbo_charge:R:1
Cl -2.17466 -0.74452 -0.01542 0.049 -0.280 -0.173 0.1904
C -0.84848 0.27573 0.24834 0.356 -3.283 3.400 -0.7096
Si 0.97443 -0.40161 -0.13914 -2.899 -3.129 1.088 2.0537
F 0.56554 -1.68482 -1.01722 0.557 1.093 -0.221 -0.6279
Cl -0.93554 1.66108 -1.28502 -0.018 2.740 -3.618 -0.1689
F 1.87786 -1.09303 0.97106 -0.254 0.299 0.158 -0.6369
Cl -0.99173 1.20582 1.65671 0.379 0.183 0.623 0.1323
H 1.53258 0.78135 -0.41930 1.830 2.377 -1.257 -0.2332
```
Positions in Å, forces in eV/Å.

<S²>: 2.01
Orbital gap (alpha / beta) (eV): 7.44 / 6.07
ΔE to the lowest compared entry with this formula, charge and spin (kcal per mole): 62.9
F_max (Eh/bohr): 0.0922
LUMO energy (alpha / beta) (eV): 0.492 / -4.674
2S+1: 3

=====

No. 4
# CHCl3NOP

A 2-piece molecular cluster, CHCl3NOP overall at a distorted geometry (ωB97M-V/def2-TZVPD, the OMol25 dataset).

```
8
Properties=species:S:1:pos:R:3:forces:R:3:nbo_charge:R:1
N 1.40575 -0.14796 0.67528 0.792 -0.257 -0.250 -0.3345
P -1.39017 0.03081 -0.52715 1.001 -0.672 0.862 1.6726
H 3.56669 0.15221 0.62214 0.807 -0.027 -0.304 0.2266
Cl -1.36890 -1.64898 0.67679 -0.274 0.547 -0.988 -0.2373
Cl -3.19617 0.11391 -1.30118 -0.790 0.077 0.306 -0.1936
C 2.54065 -0.04943 0.53896 -1.142 0.174 0.646 0.1017
Cl -1.13517 1.38482 0.91306 -0.715 0.479 -0.104 -0.2069
O -0.42267 0.16463 -1.59790 0.321 -0.320 -0.167 -1.0284
```
Positions in Å, forces in eV/Å.

Orbital gap (eV): 11.30
ΔE to the lowest compared entry with this formula, charge and spin (kcal per mole): 6.1
F_max (Eh/bohr): 0.0288
Structure (SMILES): O=P(Cl)(Cl)Cl.C#N
LUMO energy (eV): 0.078
2S+1: 1

=====

No. 5
# CHCl3O

A 2-piece molecular cluster, CHCl3O overall at a distorted geometry (ωB97M-V/def2-TZVPD, the OMol25 dataset).

```
6
Properties=species:S:1:pos:R:3:forces:R:3:nbo_charge:R:1
C -0.72899 0.25393 0.24406 1.550 -0.682 -2.057 -0.1345
Cl -1.11597 1.39265 -0.93793 -0.236 0.102 0.308 0.1399
H -1.31348 -0.65615 0.24772 0.053 0.099 0.195 0.2418
Cl 0.19371 0.66285 1.54440 -0.273 -0.009 0.164 0.2139
O 0.90015 -0.68521 -1.08814 -1.767 0.733 1.453 -0.6950
Cl 2.06458 -0.96807 -0.01010 0.673 -0.244 -0.064 0.2339
```
Positions in Å, forces in eV/Å.

Orbital gap (eV): 7.56
ΔE to the lowest compared entry with this formula, charge and spin (kcal per mole): 48.5
F_max (Eh/bohr): 0.0518
LUMO energy (eV): -1.468
2S+1: 1

=====

No. 6
# CHCl3OSi

The molecule CHCl3OSi at a distorted geometry (ωB97M-V/def2-TZVPD, the OMol25 dataset).

```
7
Properties=species:S:1:pos:R:3:forces:R:3:nbo_charge:R:1
Cl 1.73763 0.39648 1.77558 0.151 0.226 0.801 -0.3014
Cl 1.41504 -0.04888 -1.39651 0.527 -0.212 -0.594 -0.3530
C -1.08543 0.69737 -0.30161 0.508 0.164 2.001 0.1361
Si 0.51737 -0.32994 0.39519 -0.935 -2.008 -0.838 1.2410
H -1.48810 0.11675 -1.10532 -0.622 -0.400 -1.078 0.1426
Cl 0.36567 -2.62455 0.63080 -0.064 2.932 -0.175 -0.4008
O -1.46218 1.79276 0.00187 0.434 -0.702 -0.117 -0.4644
```
Positions in Å, forces in eV/Å.

Orbital gap (eV): 9.49
ΔE to the lowest compared entry with this formula, charge and spin (kcal per mole): 15.5
F_max (Eh/bohr): 0.0571
Structure (SMILES): O=C[Si](Cl)(Cl)Cl
LUMO energy (eV): -0.668
2S+1: 1

=====

No. 7
# CHCl3S

A 2-piece molecular cluster, CHCl3S overall at a distorted geometry (ωB97M-V/def2-TZVPD, the OMol25 dataset).

```
6
Properties=species:S:1:pos:R:3:forces:R:3:nbo_charge:R:1
Cl -0.01013 1.28352 -1.51364 0.383 -0.815 1.266 -0.0164
C 0.38275 0.34001 0.04278 2.091 -0.421 -1.710 -0.4878
Cl 1.73004 1.18581 0.95184 -0.962 0.013 -0.114 0.0102
Cl -2.05096 -2.44122 -0.27927 0.725 1.901 0.923 -0.2842
S -1.04781 0.23553 1.07892 -0.110 -2.082 -0.974 0.4773
H 0.99612 -0.60365 -0.28063 -2.127 1.403 0.610 0.3009
```
Positions in Å, forces in eV/Å.

Orbital gap (alpha / beta) (eV): 5.98 / 5.78
ΔE to the lowest compared entry with this formula, charge and spin (kcal per mole): 73.5
F_max (Eh/bohr): 0.0532
LUMO energy (alpha / beta) (eV): -4.696 / -4.722
2S+1: 1

=====

No. 8
# CHCl6P2

A 2-piece molecular cluster, CHCl6P2 overall at a distorted geometry (ωB97M-V/def2-TZVPD, the OMol25 dataset).

```
10
Properties=species:S:1:pos:R:3:forces:R:3:nbo_charge:R:1
Cl 3.01447 1.35927 -0.90623 0.549 -0.070 -0.349 -0.0827
Cl -2.62259 -2.09118 -1.82379 0.330 -0.059 -0.125 -0.1629
Cl -3.27144 -1.69921 1.11312 -0.157 -0.208 0.575 -0.1409
Cl 1.38577 0.06684 2.46572 -0.194 0.182 0.196 0.0769
C 0.76084 -0.19121 0.87437 1.437 -1.285 -1.657 -0.8342
Cl 0.57176 2.82410 0.31632 -0.063 0.404 0.251 -0.1025
H 1.28673 -1.12259 0.42808 -1.184 1.138 0.613 0.2521
Cl -0.05413 0.61696 -1.85729 1.383 0.425 0.189 -0.1772
P 1.19338 1.07832 -0.28466 -2.284 -0.965 0.106 1.2753
P -2.26479 -0.84131 -0.32564 0.184 0.439 0.201 0.8961
```
Positions in Å, forces in eV/Å.

Orbital gap (alpha / beta) (eV): 4.86 / 6.57
ΔE to the lowest compared entry with this formula, charge and spin (kcal per mole): 18.5
Net charge: +1
F_max (Eh/bohr): 0.0494
LUMO energy (alpha / beta) (eV): -7.102 / -6.336
2S+1: 1

=====

No. 9
# CHClF2O2S

The molecule CHClF2O2S at a distorted geometry (ωB97M-V/def2-TZVPD, the OMol25 dataset).

```
8
Properties=species:S:1:pos:R:3:forces:R:3:nbo_charge:R:1
H -0.78975 0.72166 0.69727 0.263 0.094 -0.650 0.1616
F 0.06218 -0.59217 1.92323 -0.101 0.339 -0.429 -0.3700
F 0.63754 -0.48051 -0.14568 0.625 -0.051 -1.452 -0.2816
Cl -3.13097 1.01100 0.33357 -0.276 0.146 0.495 0.2581
C -0.36363 -0.27520 0.63245 -1.483 -1.970 3.160 0.4136
O -2.75077 -0.40797 -0.42793 0.037 -1.275 -0.594 -0.7406
S -1.84128 -1.65976 0.43720 1.717 1.493 -1.940 1.3916
O -1.39438 -2.57153 -0.63561 -0.782 1.224 1.411 -0.8327
```
Positions in Å, forces in eV/Å.

Orbital gap (eV): 9.52
ΔE to the lowest compared entry with this formula, charge and spin (kcal per mole): 70.0
F_max (Eh/bohr): 0.0779
LUMO energy (eV): -0.707
2S+1: 1

=====

No. 10
# CHClFO3

CHClFO3 as an isolated structure at a distorted geometry (ωB97M-V/def2-TZVPD, the OMol25 dataset).

```
7
Properties=species:S:1:pos:R:3:forces:R:3:nbo_charge:R:1
Cl -1.19759 -1.63598 -0.80162 -0.426 -1.127 -0.758 0.1229
H -1.72570 -0.77369 -0.05242 -0.798 0.547 0.666 0.2805
O 1.45600 -0.96927 0.44809 0.798 -0.611 0.885 0.1285
O 0.67590 -0.46679 -0.33802 -0.275 0.648 -0.664 -0.0012
O -0.68147 1.25092 0.82290 -0.354 -0.963 -0.491 -0.3644
C 0.21464 0.95860 0.16654 2.360 2.063 0.127 1.0498
F 1.25822 1.63621 -0.24547 -1.306 -0.558 0.235 -0.2161
```
Positions in Å, forces in eV/Å.

Orbital gap (alpha / beta) (eV): 7.76 / 8.89
ΔE to the lowest compared entry with this formula, charge and spin (kcal per mole): 30.1
Net charge: +1
F_max (Eh/bohr): 0.0610
LUMO energy (alpha / beta) (eV): -10.039 / -8.641
2S+1: 1